# 1
Entry from OMol25: a cluster of 21 separate species, C57H75N20O2P in total (wB97M-V/def2-TZVPD).

The geometry in XYZ format:
```
155
Properties=species:S:1:pos:R:3:mulliken_charge:R:1
C -4.8148 6.4408 -2.3784 -0.52
C -6.3623 6.2802 -1.8662 -0.62
P -6.7339 4.4908 -1.3622 0.17
C -6.8110 3.5340 -3.0345 -0.78
C -5.2983 3.7190 -0.3919 0.42
C -5.2371 3.9950 1.1590 -0.39
C -4.0298 3.3966 1.9757 -0.71
C -2.9417 2.5493 1.2578 0.33
C -2.9950 2.2487 -0.2908 0.06
C -4.1811 2.8395 -1.0822 -0.05
C -1.8026 1.3839 -0.9485 0.09
O -1.9904 0.5018 -1.8337 -0.59
C -0.3348 1.7592 -0.3940 0.44
C 0.9168 1.8659 -1.3125 -0.60
C 2.2751 2.2805 -0.6628 -0.48
C 2.3248 2.5778 0.8753 -0.44
C 1.0651 2.4581 1.7932 -0.49
C -0.2839 2.0472 1.1540 0.53
C -1.6504 1.9398 2.0087 0.16
O -1.7230 1.3973 3.1405 -0.57
H -4.7944 7.4621 -2.9240 0.35
H -4.6260 5.5748 -3.1151 0.05
H -4.0844 6.4278 -1.5012 0.22
H -6.5728 7.0567 -1.0548 0.35
H -6.9981 6.4822 -2.8131 0.36
H -6.3271 4.1593 -3.8818 0.19
H -7.8903 3.2915 -3.3108 0.40
H -6.2376 2.5483 -2.9514 0.17
H -6.0269 4.6469 1.6831 -0.07
H -3.9181 3.5700 3.1080 0.43
H -4.2369 2.6250 -2.1970 0.21
H 0.8156 1.6418 -2.4284 0.39
H 3.1916 2.3919 -1.3453 0.34
H 3.3508 2.9093 1.2786 0.31
H 1.1878 2.6943 2.9107 0.27
C -3.2285 -1.9789 -3.4029 0.45
C -4.4133 -1.7379 -4.2305 0.32
N -5.3448 -1.5492 -4.8830 -0.48
H -2.8033 -1.0458 -3.0270 -0.04
H -3.4620 -2.6015 -2.5355 0.34
H -2.4406 -2.4876 -3.9648 -0.47
C -1.8966 -3.3979 -7.1456 -0.92
C -1.2509 -3.4738 -5.8329 0.57
N -0.7446 -3.5326 -4.7995 -0.53
H -1.5163 -4.1646 -7.8248 0.33
H -2.9778 -3.5376 -7.0699 0.30
H -1.7266 -2.4290 -7.6211 0.29
C -1.9267 6.4215 3.9929 -0.23
C -3.1250 6.6611 3.1855 0.37
N -4.0679 6.8497 2.5505 -0.41
H -1.4921 7.3613 4.3549 0.24
H -2.1476 5.8061 4.8692 -0.07
H -1.1524 5.9040 3.4201 0.20
C -2.7062 11.0647 3.7107 -0.83
C -1.8349 10.0059 4.2261 0.40
N -1.1507 9.1734 4.6313 -0.49
H -2.1359 11.9540 3.4323 0.29
H -3.2529 10.7379 2.8229 0.27
H -3.4463 11.3724 4.4531 0.26
C 1.3146 -5.7876 -3.4679 -0.38
C 1.8087 -6.9255 -4.2483 0.32
N 2.1972 -7.8195 -4.8613 -0.41
H 1.1463 -6.0587 -2.4229 0.31
H 2.0232 -4.9560 -3.4758 0.05
H 0.3674 -5.4095 -3.8612 0.09
C 1.9381 -1.1283 3.9598 -0.43
C 2.9498 -1.0348 2.9041 0.33
N 3.7449 -0.9571 2.0737 -0.47
H 2.2233 -0.5530 4.8439 0.22
H 0.9696 -0.7476 3.6247 0.16
H 1.7870 -2.1611 4.2815 0.23
C 2.5679 -2.1524 -4.6463 -0.27
C 3.0032 -0.9275 -5.3228 0.19
N 3.3447 0.0349 -5.8543 -0.39
H 2.6697 -2.0710 -3.5612 0.31
H 1.5198 -2.3777 -4.8577 -0.07
H 3.1560 -3.0176 -4.9624 0.23
C -4.1075 2.0641 -6.2529 -0.90
C -4.3369 3.2951 -5.4921 0.52
N -4.5179 4.2614 -4.8922 -0.52
H -3.4104 2.2265 -7.0785 0.32
H -3.6881 1.2754 -5.6235 0.12
H -5.0354 1.6782 -6.6817 0.30
C -1.0667 2.9305 6.1610 -0.19
C -1.3179 4.1431 6.9450 0.30
N -1.5150 5.0961 7.5606 -0.43
H -0.3684 3.1182 5.3422 -0.01
H -0.6386 2.1349 6.7756 0.10
H -1.9862 2.5394 5.7188 0.26
C 5.8660 -3.5364 4.3167 -0.68
C 4.4433 -3.8829 4.3626 0.27
N 3.3238 -4.1540 4.3953 -0.48
H 6.3433 -3.9303 3.4171 0.11
H 6.0178 -2.4549 4.3170 0.34
H 6.4085 -3.9400 5.1744 0.38
C -0.5989 -0.5077 9.1968 -0.85
C 0.4130 -0.4124 8.1411 0.36
N 1.2077 -0.3383 7.3116 -0.39
H -0.3128 0.0679 10.0803 0.28
H -1.5669 -0.1280 8.8610 0.28
H -0.7487 -1.5415 9.5171 0.30
C 9.0233 -3.0598 1.7188 -0.27
C 8.9047 -2.9347 3.1746 0.26
N 8.8109 -2.8391 4.3184 -0.44
H 9.8370 -3.7312 1.4376 0.02
H 8.1075 -3.4566 1.2735 0.35
H 9.2212 -2.0952 1.2462 0.09
C -7.6432 -3.0483 -2.6236 -0.42
C -8.2315 -3.3680 -1.3195 0.29
N -8.6936 -3.6195 -0.2954 -0.38
H -8.1596 -2.2145 -3.1051 0.20
H -6.5915 -2.7681 -2.5334 -0.02
H -7.6939 -3.8986 -3.3077 0.29
C 11.8392 -5.0707 -0.9574 -0.88
C 10.9793 -3.8926 -1.0945 0.49
N 10.3022 -2.9673 -1.2017 -0.43
H 11.7095 -5.7629 -1.7927 0.26
H 12.8963 -4.7960 -0.9258 0.31
H 11.6202 -5.6247 -0.0413 0.29
C 8.6566 -7.5557 -2.0513 -0.72
C 9.3376 -7.6140 -0.7549 0.30
N 9.8722 -7.6601 0.2639 -0.44
H 9.0010 -8.3472 -2.7221 0.33
H 7.5767 -7.6697 -1.9432 0.30
H 8.8327 -6.6032 -2.5558 0.21
C 1.8924 -5.8731 6.8722 -0.49
C 1.7558 -5.7537 8.3268 0.31
N 1.6486 -5.6594 9.4694 -0.39
H 2.7118 -6.5417 6.5984 0.24
H 0.9835 -6.2703 6.4141 0.27
H 2.0941 -4.9063 6.4060 0.05
C -11.4384 -2.1878 -4.4390 -0.80
C -10.4134 -2.0613 -5.4793 0.34
N -9.6079 -1.9622 -6.2958 -0.37
H -11.1736 -1.6210 -3.5430 0.27
H -12.4072 -1.8179 -4.7826 0.31
H -11.5768 -3.2283 -4.1358 0.26
C 6.3880 -5.9243 -4.9483 -0.81
C 6.2823 -5.7969 -3.4921 0.42
N 6.1991 -5.6973 -2.3479 -0.43
H 7.1995 -6.5978 -5.2349 0.29
H 5.4679 -6.3205 -5.3846 0.27
H 6.5838 -4.9596 -5.4226 0.29
C 10.7323 0.4169 -0.5251 -0.59
C 11.1738 1.6178 -1.2399 0.17
N 11.5207 2.5610 -1.8013 -0.35
H 10.8646 0.5203 0.5548 0.30
H 9.6748 0.2082 -0.7034 0.27
H 11.2935 -0.4666 -0.8372 0.19
C -8.5850 6.9870 3.3052 -0.97
C -8.2665 6.2133 2.1024 0.57
N -8.0150 5.6046 1.1568 -0.45
H -8.6692 6.3450 4.1852 0.28
H -7.8147 7.7318 3.5189 0.27
H -9.5328 7.5204 3.2004 0.33
```

E_LUMO   -1.05 eV
Frontier orbital gap   6.039 eV
DFT total energy   -3803.38447 Eh
Total charge   0
HOMO energy   -0.2604 hartree


# 2
Entry from OMol25: a cluster of 2 separate species, C4H8N2O in total (wB97M-V/def2-TZVPD).

The geometry in XYZ format:
```
15
Properties=species:S:1:pos:R:3:mulliken_charge:R:1
C 2.2650 0.6632 -0.6727 -1.06
C 1.5752 -0.6152 -0.2932 0.84
O 1.5180 -1.6098 -0.9714 -0.51
C 1.0010 -0.6215 1.0819 0.15
N 0.5783 -0.6283 2.1587 -0.39
H 3.1914 0.7448 -0.0907 0.34
H 2.5059 0.6456 -1.7368 0.30
H 1.6382 1.5255 -0.4296 0.32
C -2.3479 0.3511 0.0763 -0.81
N -1.2991 -0.3743 -0.6370 -0.48
H -2.4968 1.3263 -0.3976 0.28
H -2.0194 0.5264 1.1062 0.28
H -3.3215 -0.1616 0.1112 0.28
H -1.5601 -0.5041 -1.6103 0.20
H -1.2100 -1.3096 -0.2485 0.25
```

Energy relative to the best compared isomer or geometry (same formula, charge and spin)   191.2 kJ/mol
E_LUMO   0.13 eV
SMILES   CC(=O)C#N.CN
Frontier orbital gap   9.807 eV
DFT total energy   -341.93081 Eh
Total charge   0
HOMO energy   -0.3556 hartree


# 3
Entry from OMol25: an isolated molecule of C16H23N3O4 (wB97M-V/def2-TZVPD).

The geometry in XYZ format:
```
46
Properties=species:S:1:pos:R:3:mulliken_charge:R:1
C 6.5670 -0.9832 -0.0323 -1.36
C 5.5104 -1.8533 -0.7033 -0.45
N 4.2673 -1.9158 0.0509 0.09
C 3.6205 -0.6318 0.2637 -0.61
C 3.0765 0.0825 -0.9800 -1.08
C 3.4036 -2.9634 -0.4609 -0.62
C 2.1943 -3.2531 0.4367 -1.11
N 1.0334 -2.4806 0.0691 -0.03
C 0.3655 -1.6508 0.8678 0.31
O 0.5968 -1.4159 2.0433 -0.74
C -0.7932 -0.9581 0.1355 0.72
O -1.0233 -1.1748 -1.0397 -0.72
N -1.4408 -0.1306 0.9774 -0.05
C -2.5410 0.6904 0.7607 0.99
C -3.0183 1.4475 1.8323 -0.39
C -4.1079 2.2720 1.6629 -0.93
C -4.7412 2.3570 0.4230 0.10
C -5.9095 3.2555 0.2924 0.71
O -6.3565 3.9284 1.1899 -0.62
O -6.4328 3.2477 -0.9448 -0.30
C -7.5593 4.0871 -1.1420 -0.65
C -4.2619 1.6013 -0.6445 -0.75
C -3.1703 0.7734 -0.4810 -0.64
H 7.5346 -1.1742 -0.4900 0.43
H 6.3468 0.0753 -0.1408 0.29
H 6.6261 -1.2255 1.0252 0.34
H 5.8952 -2.8765 -0.7559 0.44
H 5.3529 -1.5106 -1.7408 0.32
H 2.8106 -0.7827 0.9777 0.24
H 4.3497 0.0159 0.7525 0.44
H 2.3006 -0.5016 -1.4691 0.21
H 2.6444 1.0353 -0.6847 0.40
H 3.8706 0.2764 -1.6974 0.35
H 3.0450 -2.7593 -1.4869 0.38
H 4.0104 -3.8724 -0.5063 0.50
H 1.9418 -4.3158 0.3595 0.42
H 2.4325 -3.0215 1.4763 0.40
H 0.6883 -2.5435 -0.8825 0.24
H -1.0383 -0.1338 1.9154 0.16
H -2.5272 1.3802 2.7923 0.39
H -4.4907 2.8638 2.4802 0.45
H -7.8501 3.9670 -2.1824 0.22
H -7.2995 5.1271 -0.9329 0.29
H -8.3746 3.7908 -0.4784 0.29
H -4.7510 1.6670 -1.6032 0.43
H -2.7974 0.1872 -1.3046 0.50
```

Energy relative to the best compared isomer or geometry (same formula, charge and spin)   26.5 kJ/mol
E_LUMO   0.11 eV
SMILES   CCN(CC)CCNC(=O)C(=O)Nc1ccc(C(=O)OC)cc1
Frontier orbital gap   8.667 eV
DFT total energy   -1088.76874 Eh
Total charge   0
HOMO energy   -0.3143 hartree


# 4
Entry from OMol25: a structure of composition C7H19Br2IrN2O2Si (wB97M-V/def2-TZVPD).

The geometry in XYZ format:
```
34
Properties=species:S:1:pos:R:3:mulliken_charge:R:1
Ir 0.0919 -0.0441 0.3586 1.19
Br -0.8181 0.9007 2.4680 0.02
C 0.4790 -0.1147 3.5143 -0.52
Br 1.6702 -0.9056 2.2088 0.04
H -0.0557 -0.9043 4.0293 0.41
H 1.0187 0.5504 4.1789 0.44
C 1.1836 0.6019 -4.6474 -0.86
O 1.5115 -0.0773 -3.3985 -0.28
C 0.8296 0.1071 -2.3299 0.82
O 1.1609 -0.5235 -1.2902 -0.74
N -0.2246 0.9499 -2.3012 -0.08
N -0.9044 1.1014 -1.0641 -0.63
H 1.9125 0.2347 -5.3594 0.25
H 1.2984 1.6774 -4.5196 0.39
H 0.1811 0.3194 -4.9661 0.40
H -0.5595 1.4642 -3.1030 0.24
H -1.8874 0.8566 -1.2020 0.34
H -0.8503 2.0801 -0.7770 0.40
C -1.4976 -2.3718 -2.3497 -0.81
Si -1.1883 -2.9685 -0.6001 0.05
C 0.5159 -3.6953 -0.3875 -0.91
C -2.5230 -4.1496 -0.0617 -1.05
C -1.3858 -1.4914 0.6079 -1.06
H -1.6434 -3.2365 -3.0010 0.43
H -0.6584 -1.8152 -2.7717 0.15
H -2.4078 -1.7711 -2.4238 0.34
H 0.5810 -4.6495 -0.9157 0.36
H 0.7268 -3.9052 0.6641 0.32
H 1.3078 -3.0605 -0.7850 0.31
H -2.5215 -5.0258 -0.7148 0.33
H -3.5166 -3.7024 -0.1159 0.34
H -2.3618 -4.5050 0.9574 0.33
H -1.2979 -1.8319 1.6433 0.45
H -2.3683 -1.0184 0.5102 0.57
```

E_LUMO   -7.46 eV
Frontier orbital gap   8.463 eV
DFT total energy   -6079.34319 Eh
Total charge   +2
HOMO energy   -0.5852 hartree


# 5
Entry from OMol25: a structure of composition C5H5NOS (wB97M-V/def2-TZVPD).

The geometry in XYZ format:
```
13
Properties=species:S:1:pos:R:3:mulliken_charge:R:1
C 0.1132 0.8972 -1.1663 -0.19
C 1.0704 0.4609 -0.0612 0.05
C -0.3833 -0.5237 -0.9774 -0.01
C -1.0082 -0.4161 0.4404 -0.23
C 0.0752 0.3338 1.1256 -0.33
H 2.0854 0.8612 0.0717 0.48
H -0.8174 -1.1128 -1.7381 0.54
H -2.0918 -0.2376 0.5541 0.39
H 0.4232 -1.6716 1.1511 0.30
H -0.0543 1.1304 1.8483 0.42
N -0.2701 -1.0215 1.5139 -0.60
O 0.9991 -0.8675 -0.6640 -0.50
S -0.1414 2.1673 -2.0982 -0.33
```

Energy relative to the best compared isomer or geometry (same formula, charge and spin)   352.3 kJ/mol
E_LUMO   -0.12 eV
Frontier orbital gap   8.899 eV
DFT total energy   -721.58546 Eh
Total charge   0
HOMO energy   -0.3316 hartree


# 6
Entry from OMol25: a structure of composition C3H4I4 (wB97M-V/def2-TZVPD).

The geometry in XYZ format:
```
11
Properties=species:S:1:pos:R:3:mulliken_charge:R:1
C -1.2796 0.0247 -0.6086 -1.15
C -0.2951 -0.4097 0.4993 -0.32
C 1.1828 0.4050 0.2574 -0.87
I 0.1310 -2.5631 0.4703 0.14
I 1.6934 0.1354 -1.8246 0.24
I 1.0225 2.5130 0.5815 0.24
I 2.9174 -0.2615 1.5626 0.18
H -1.0359 -0.3953 -1.5869 0.43
H -2.3336 -0.5159 -0.3929 0.31
H -1.2823 1.0672 -0.4509 0.37
H -0.7206 0.0001 1.4929 0.42
```

Energy relative to the best compared isomer or geometry (same formula, charge and spin)   52.9 kJ/mol
E_LUMO   -1.01 eV
Frontier orbital gap   8.100 eV
DFT total energy   -1307.42821 Eh
Total charge   0
HOMO energy   -0.3348 hartree